The following is a quantum chemistry calculation of a 20-piece molecular cluster, H41O20 overall in a non-equilibrium geometry, from the OMol25 dataset.

Positions of all 61 atoms, in Å:
O1 0.932867 -1.080351 -0.332286
O2 3.310258 -0.642328 -0.017230
O3 1.532010 -3.727374 0.819744
O4 -1.013910 4.152545 -1.693206
O5 -0.700225 -3.198792 -0.540841
O6 -4.170175 -2.778527 -1.560332
O7 -0.585049 1.058337 4.225323
O8 -0.316927 -1.739856 1.901303
O9 -1.519438 0.642691 0.200560
O10 3.810541 -2.532240 -1.471454
O11 3.805013 2.367017 -1.438329
O12 -2.306940 3.051069 2.498050
O13 1.237509 -2.870781 4.037891
O14 0.855738 2.255753 2.393757
O15 2.626320 2.095017 -4.024162
O16 -6.041989 -0.939061 1.186675
O17 -1.595692 5.011284 0.756737
O18 -3.954396 1.178249 -1.455068
O19 1.587373 -2.543555 -3.140693
O20 2.045482 0.184014 -2.377283
H1 1.850670 1.103722 -2.741160
H2 -1.582985 5.907242 1.349357
H3 1.501270 -3.636795 3.671779
H4 -5.652094 -1.294267 2.048357
H5 1.885574 -4.545101 1.213443
H6 -0.673968 0.272957 0.573036
H7 0.857323 -2.404910 -2.545464
H8 -2.263035 0.665287 0.830729
H9 1.508653 -1.840352 -3.751321
H10 -4.747648 -2.272401 -1.113862
H11 0.270010 1.042034 4.743651
H12 -6.025829 0.026857 1.415092
H13 1.883789 -1.336579 -0.247995
H14 -3.097057 1.476121 -1.578027
H15 -1.685891 -3.029371 -1.120456
H16 3.144264 1.822880 -1.952435
H17 4.537162 -2.983909 -1.881631
H18 1.620786 -2.720296 5.002056
H19 -2.150022 4.521213 1.411595
H20 3.251611 3.166027 -1.325818
H21 3.190258 -2.382679 -2.220317
H22 1.525842 3.002661 2.504077
H23 -1.216465 4.103861 -0.848782
H24 4.156560 -1.225526 -0.156374
H25 2.317980 -3.189252 0.546315
H26 3.592375 0.252653 0.233944
H27 0.338362 2.628058 1.664818
H28 -0.943819 -3.037056 0.550956
H29 3.410305 2.378290 -4.512730
H30 0.047995 -2.448884 -0.529370
H31 -0.096866 4.363222 -1.618084
H32 -4.661851 -3.351353 -2.099328
H33 0.221232 -1.541579 1.100618
H34 2.952940 0.035381 -2.426110
H35 2.132285 1.611415 -4.803056
H36 -2.758789 3.067064 3.328540
H37 0.964117 -0.431315 -1.239051
H38 0.447319 -1.649011 2.547428
H39 -4.516319 1.753232 -1.875014
H40 -0.096513 0.348413 3.542582
H41 -1.746496 2.227162 2.554761

Atomic forces in eV per Å
O -1.0 0.7 -3.6
O 3.3 -0.9 0.4
O 1.2 0.3 0.0
O 1.4 -0.3 -6.4
O -4.1 1.3 1.9
O 4.7 -1.8 -1.3
O 3.7 -3.8 -1.6
O 1.6 0.5 0.2
O 0.9 -0.1 0.0
O -0.3 -0.1 -0.6
O -1.9 -0.2 -0.6
O 0.9 -1.5 -0.6
O -0.6 5.4 4.8
O 1.7 2.0 -0.6
O -1.4 -1.3 -3.3
O 1.1 0.7 2.4
O -0.7 3.4 3.6
O -0.6 -3.2 2.0
O 0.5 -1.3 0.5
O -3.9 1.9 -0.5
H 0.5 -1.9 0.3
H 0.4 -2.8 -2.6
H 1.7 -4.2 -1.5
H -0.8 0.3 -1.8
H -0.1 0.5 -0.4
H -1.8 0.5 0.1
H -0.3 0.0 0.4
H 0.9 -0.3 -0.1
H -0.1 1.2 -1.2
H -3.2 3.0 2.6
H -1.5 0.9 0.0
H -0.2 -1.1 -0.7
H -0.2 0.9 0.0
H 2.6 1.0 -0.3
H 3.8 -0.1 2.3
H 1.6 0.9 1.0
H 0.7 -0.6 -0.2
H -1.1 -1.0 -3.3
H 0.6 -0.5 -0.8
H 0.8 -0.2 0.2
H -0.1 -0.3 0.5
H -1.1 -1.6 0.0
H -2.3 -0.2 6.5
H -2.4 1.8 0.2
H -0.7 -1.0 0.4
H -0.1 -0.3 0.0
H -0.2 -0.2 0.0
H 0.7 -0.7 -3.0
H 0.2 0.3 0.5
H -0.7 0.2 -0.9
H 1.0 0.4 -0.5
H -1.0 -1.2 -1.1
H -0.6 0.3 0.4
H 2.5 -0.4 0.0
H 1.1 1.4 2.3
H -0.4 0.0 0.9
H 0.5 -2.1 3.1
H -1.5 -1.0 -0.2
H -2.0 2.2 -1.6
H -2.7 2.7 1.9
H -0.6 1.4 0.1

Values from the calculation:
highest occupied orbital energy: -12.8 eV
LUMO energy: -2.8 eV
energy relative to the best compared isomer or geometry (same formula, charge and spin): 6.2146 eV
orbital gap: 9.987 eV
charge: +1



The following is a quantum chemistry calculation of C6H16N as an isolated structure in a non-equilibrium geometry, from the OMol25 dataset.

Positions of all 23 atoms, in Å:
N1 2.115590 0.116169 -0.978338
C1 -0.325304 -0.390903 -0.518551
C2 -1.990088 0.107307 -2.421326
C3 -1.208153 0.596882 -1.169545
C4 1.007308 0.063797 -0.050929
C5 1.516330 -0.681758 1.195676
C6 -2.306447 1.151760 -0.232226
H1 3.211819 -1.968730 6.183201
H2 0.889159 1.110874 0.276879
H3 -2.896014 1.945909 -0.671553
H4 0.710719 -0.804173 1.916835
H5 2.485769 0.998399 -1.183102
H6 -2.654024 -0.672608 -2.183556
H7 1.867494 -1.706842 0.928258
H8 -0.347608 -1.406770 -0.798159
H9 -1.295814 -0.296122 -3.150188
H10 -2.963511 0.317310 0.032091
H11 -2.547417 0.945864 -2.926094
H12 1.969841 -0.454224 -1.810818
H13 -0.535238 1.431593 -1.491176
H14 2.719220 -1.801123 6.766242
H15 2.413466 -0.109239 1.654635
H16 -1.837098 1.506628 0.631742

Atomic forces in eV per Å
N -1.2 -2.5 -1.4
C 1.7 2.6 -3.2
C 1.2 0.9 -0.7
C -0.6 0.1 -1.0
C 0.9 1.3 3.5
C 0.8 -0.4 0.2
C -0.3 -0.9 0.2
H -0.8 0.3 1.0
H -0.4 -0.1 -0.1
H 0.2 0.0 -0.4
H 0.1 0.1 0.4
H 0.1 1.5 -0.5
H -1.1 -0.9 0.4
H -0.2 0.8 0.1
H -0.9 -1.7 0.5
H 0.1 0.0 -0.3
H 0.0 0.3 0.0
H 0.6 -0.7 0.8
H 0.5 0.2 0.1
H -0.3 -0.4 0.7
H 0.8 -0.3 -1.0
H -1.7 -0.9 -0.8
H 0.4 0.7 1.6

Values from the calculation:
highest occupied orbital energy: -14.2 eV
LUMO energy: -7.4 eV
energy relative to the best compared isomer or geometry (same formula, charge and spin): 4.5865 eV
orbital gap: 6.821 eV
charge: +1



The following is a quantum chemistry calculation of C23H43BrCdCl2N3O4Si as an isolated structure in a non-equilibrium geometry, from the OMol25 dataset.

Positions of all 78 atoms, in Å:
Cd1 1.953486 -0.566054 -1.577867
Br1 1.914883 1.857572 -2.737122
Cl1 0.014076 -1.050698 -0.302039
Cl2 2.481067 -2.579705 -2.910096
Si1 -2.791168 -0.849449 -2.444289
O1 -0.397710 -2.547335 2.322983
O2 4.564889 -0.169727 -1.270432
O3 2.325482 0.038365 0.738908
O4 -2.996366 -0.098256 -0.995707
N1 -2.697079 -2.389710 2.122691
N2 5.438976 -1.309548 -3.089242
N3 1.791891 1.433839 2.450357
C1 -3.955055 -1.978324 2.698899
C2 5.309114 -1.465607 -4.525839
C3 -2.026656 0.721143 1.498737
C4 4.922445 -0.244195 -2.455446
C5 -1.585901 1.153743 2.742887
C6 -2.829505 -3.161126 0.921077
C7 -1.822568 3.482149 2.008307
C8 -1.506093 -2.319196 2.798887
C9 -1.504053 2.527104 2.985253
C10 -6.734158 2.170016 1.202579
C11 1.974728 2.768628 3.009385
C12 -2.401797 -2.649744 -2.343907
C13 -2.334860 3.046920 0.788182
C14 -2.453439 1.664002 0.559086
C15 -4.821498 1.492381 -0.324142
C16 -5.330280 1.716337 0.902196
C17 2.077880 1.215171 1.145723
C18 -5.694760 1.615588 -1.512351
C19 5.850831 -2.481741 -2.335696
C20 -3.333533 1.249251 -0.584588
C21 -1.304422 -0.408242 -3.549638
C22 1.720901 0.259052 3.314519
C23 -4.200024 -0.435527 -3.482622
H1 -5.901833 0.638376 -1.931871
H2 -2.801363 3.758396 0.087133
H3 -2.162038 -0.342715 1.296238
H4 6.940747 -2.534212 -2.361204
H5 6.313775 -1.606749 -4.956576
H6 5.481771 -2.425535 -1.309385
H7 -1.222393 2.855678 3.987732
H8 -6.663223 2.025576 -1.210446
H9 -0.739043 0.504340 -3.335440
H10 2.925583 2.834572 3.559735
H11 -1.337899 -2.826473 -2.127110
H12 -1.637170 -0.317408 -4.599964
H13 5.471624 -3.370555 -2.835845
H14 -6.917535 2.370701 2.272855
H15 -3.132316 1.941253 -1.412694
H16 -7.526564 1.466038 0.881329
H17 1.174426 3.076861 3.696786
H18 -1.400249 0.453967 3.561571
H19 2.736707 -0.154723 3.504009
H20 -1.807822 -3.434808 0.643887
H21 -6.978939 3.101778 0.674344
H22 -3.741815 -1.483060 3.655124
H23 1.993809 3.438154 2.140007
H24 4.851238 0.644262 -3.109314
H25 1.269747 0.552142 4.275085
H26 1.100101 -0.500291 2.799417
H27 -4.435674 -1.284365 1.985042
H28 4.815318 -0.563534 -4.901918
H29 -1.740952 4.547400 2.277463
H30 -5.313446 2.237239 -2.327060
H31 -4.586834 -2.875801 2.826961
H32 -2.606533 -3.057532 -3.345778
H33 -4.097246 0.646604 -3.617379
H34 2.086489 2.068257 0.442788
H35 -3.997989 -0.946993 -4.436698
H36 -5.136634 -0.760889 -3.017467
H37 -3.306934 -2.521812 0.163583
H38 -4.638767 1.567251 1.728909
H39 -0.525653 -1.206039 -3.469876
H40 -3.012340 -3.240350 -1.666484
H41 -3.491041 -4.033164 1.073851
H42 4.715993 -2.366264 -4.745994
H43 -1.690495 -1.977481 3.842497

Atomic forces in eV per Å
Cd 0.4 0.4 -0.2
Br 0.1 -0.3 0.2
Cl -1.1 -0.4 -0.2
Cl 0.0 0.0 -0.1
Si 2.8 0.1 -0.3
O -1.6 -0.1 1.2
O 0.7 -0.4 -1.0
O 0.0 3.2 1.0
O -0.9 0.8 0.9
N 0.2 -0.6 0.8
N -0.1 -0.3 0.6
N 0.0 0.4 -0.1
C 0.4 -0.1 -0.1
C 0.5 0.1 0.3
C -0.4 0.0 -0.1
C -0.5 0.6 0.5
C -0.2 0.6 0.0
C 0.2 0.4 -0.5
C 0.0 -0.1 0.5
C 0.5 0.1 -0.8
C 0.1 0.1 0.2
C -0.7 0.0 0.2
C 0.0 -0.3 -0.4
C -0.5 -1.0 0.2
C -0.2 -0.4 0.4
C -0.4 0.4 0.4
C -0.1 0.2 1.0
C 0.7 -0.4 -0.5
C 0.8 -3.1 -0.8
C -0.9 0.1 -0.3
C -0.1 0.1 -0.2
C 0.5 -0.7 -1.0
C 0.6 0.3 0.1
C 0.1 -0.1 -0.1
C -0.7 -0.3 -0.7
H 0.0 -0.1 -0.1
H 0.5 -0.4 0.2
H 0.2 0.6 -0.1
H 0.1 0.0 0.2
H -0.3 0.2 -0.2
H 0.0 0.0 -0.2
H 0.0 0.0 -0.3
H 0.1 0.0 -0.2
H -0.2 0.1 0.1
H -0.1 0.0 -0.2
H -0.4 0.2 0.1
H 0.2 -0.2 0.3
H -0.2 -0.1 0.2
H 0.3 -0.2 -0.4
H 0.3 -0.1 -0.2
H 0.5 0.1 0.1
H 0.0 -0.3 -0.3
H 0.1 0.1 -0.4
H -0.6 0.1 -0.1
H -0.3 -0.1 -0.4
H 0.2 -0.1 0.1
H -0.4 -0.1 -0.2
H 0.0 0.1 0.5
H -0.3 -0.2 0.0
H 0.1 -0.1 -0.3
H 0.4 0.3 0.4
H 0.0 -0.1 0.5
H 0.2 -0.3 -0.3
H -0.1 -0.6 -0.3
H 0.2 0.0 0.2
H 0.0 0.4 0.2
H 0.1 0.2 0.0
H -0.5 -0.1 -0.2
H -0.1 -0.1 0.4
H -0.4 0.2 0.2
H 0.0 0.3 -0.5
H 0.4 -0.3 0.1
H -0.2 0.2 0.1
H -0.7 0.5 -0.2
H 0.0 -0.2 0.0
H 0.3 0.1 0.1
H -0.1 0.5 0.1
H 0.3 0.1 -0.2

Values from the calculation:
highest occupied orbital energy: -5.5 eV
LUMO energy: 2.4 eV
energy relative to the best compared isomer or geometry (same formula, charge and spin): 0.0000 eV
orbital gap: 7.909 eV
charge: -1



The following is a quantum chemistry calculation of C2HBr5S as an isolated structure in a non-equilibrium geometry, from the OMol25 dataset.

Positions of all 9 atoms, in Å:
Br1 0.995246 0.340419 -2.280893
Br2 -2.351172 -0.318982 -0.319642
Br3 -1.425300 3.156217 1.776766
Br4 1.666609 -2.472381 -1.121554
Br5 0.642496 -1.795702 1.796881
S1 -0.618098 0.939468 0.848543
C1 0.457610 -0.473717 0.451370
C2 1.078637 -0.761041 -0.720884
H1 -0.446028 1.385719 -0.430587

Atomic forces in eV per Å
Br 0.0 0.0 0.7
Br -2.1 -1.0 -0.8
Br -0.2 0.6 0.3
Br 0.5 -0.3 -0.2
Br -0.5 0.7 0.4
S 2.6 -0.7 -1.1
C 1.0 -0.5 -0.2
C -1.2 0.9 0.2
H 0.0 0.4 0.8

Values from the calculation:
highest occupied orbital energy (spin up / spin down): -8.4 / -9.5 eV
LUMO energy (spin up / spin down): -0.1 / -3.7 eV
2S+1: 3
orbital gap (spin up / spin down): 8.265 / 5.820 eV
charge: 0



The following is a quantum chemistry calculation of C7H16N2O3S in the gas phase in a non-equilibrium geometry, from the OMol25 dataset.

Positions of all 29 atoms, in Å:
S1 -0.542665 -2.777205 -1.843310
O1 0.276572 -4.195323 1.375221
O2 -0.964205 -2.292461 1.109637
O3 -1.812194 3.555736 -0.120913
N1 -0.131768 -0.406635 -0.533471
N2 2.227019 -3.274208 -0.110121
C1 -1.084183 2.487022 -0.711361
C2 0.683012 -1.604984 -0.912347
C3 0.059644 1.943463 0.168099
C4 0.812762 0.653741 -0.320259
C5 -0.731313 1.453620 1.459420
C6 0.072085 -3.004122 1.121705
C7 1.257361 -2.342881 0.338753
H1 -1.766013 1.675863 -0.872925
H2 1.561434 0.469981 0.505814
H3 1.842098 -4.103305 -0.494088
H4 1.356404 0.871447 -1.117170
H5 -0.903169 -1.393728 0.652840
H6 -0.879156 2.383874 2.086604
H7 -0.650530 -0.033038 -1.334285
H8 -0.903092 2.889462 -1.819555
H9 2.896090 -3.639144 0.564228
H10 1.757629 -1.492744 0.891183
H11 -1.592957 1.003725 1.118730
H12 1.535915 -1.299066 -1.519812
H13 -1.555170 3.471414 0.752850
H14 0.758990 2.690825 0.334472
H15 0.424768 -3.304777 -2.570380
H16 0.026189 0.723908 1.965939

Atomic forces in eV per Å
S 1.1 1.2 0.7
O -0.2 -5.0 0.9
O -6.0 2.6 0.4
O 0.1 -0.2 -2.1
N 0.9 -0.7 -0.6
N 1.9 0.1 -0.2
C 0.3 0.9 -3.4
C -1.9 -0.8 -0.4
C -2.4 -2.4 -0.2
C -1.7 1.9 4.9
C 4.9 1.9 1.1
C 5.3 4.3 -0.5
C -0.1 0.2 -0.3
H -0.6 -0.7 -0.1
H -0.9 -0.2 -0.8
H -0.8 -0.5 -0.6
H 2.4 0.8 -4.0
H 0.4 -0.9 0.3
H -0.2 -1.5 -0.1
H -0.2 -1.0 0.1
H 0.5 -1.0 2.2
H -0.3 0.7 0.2
H -0.3 -1.0 0.1
H -1.9 -1.1 -0.1
H -0.1 -0.3 -0.4
H 0.2 0.4 3.0
H 1.4 1.4 0.7
H 0.3 -0.3 -0.4
H -1.9 1.3 -0.3

Values from the calculation:
highest occupied orbital energy (spin up / spin down): -4.6 / -9.5 eV
LUMO energy (spin up / spin down): 0.6 / -2.5 eV
2S+1: 3
orbital gap (spin up / spin down): 5.152 / 7.026 eV
charge: 0



The following is a quantum chemistry calculation of C2H6I2N2S in the gas phase in a non-equilibrium geometry, from the OMol25 dataset.

Positions of all 13 atoms, in Å:
I1 1.454463 -0.416191 4.028666
I2 -0.047398 1.447428 2.537371
S1 -0.625667 0.332663 -0.174121
N1 -1.945195 0.805731 -0.316983
N2 0.457378 1.171564 0.750307
C1 -0.274596 -1.421147 0.214571
C2 0.327028 0.751028 -1.699600
H1 1.376096 0.528522 -1.574619
H2 -0.236043 -1.951559 -0.719884
H3 0.619698 -1.430276 0.628002
H4 -0.243173 0.203760 -2.560172
H5 -1.052457 -1.825912 0.671232
H6 0.189865 1.804390 -1.784770

Atomic forces in eV per Å
I -0.4 0.4 -0.3
I 0.1 -0.4 1.0
S 1.4 -0.2 -2.0
N -3.3 0.4 0.6
N 1.3 0.4 0.3
C -0.4 2.4 -4.5
C -1.0 -2.3 -0.6
H 0.3 -0.3 -0.4
H 0.2 0.0 -0.7
H 4.0 -0.5 2.4
H 1.3 0.9 1.6
H -3.3 -1.4 2.8
H -0.2 0.7 0.0

Values from the calculation:
highest occupied orbital energy: -8.3 eV
LUMO energy: -2.6 eV
energy relative to the best compared isomer or geometry (same formula, charge and spin): 3.8600 eV
orbital gap: 5.692 eV
charge: 0



> Among the records above, which one has the lowest charge?

C23H43BrCdCl2N3O4Si



> Which value of charge does entry 3 give?

-1